1.
3 unconnected molecules or ions with the total composition C17H30BIO7, computed with ωB97M-V/def2-TZVPD.

Each line ends with the Löwdin charge.
Cartesian coordinates (Å):
O  0.69782  0.88440  -4.51863  0.087
C  0.57388  0.78242  -3.32161  -0.442
C  -0.47150  1.51227  -2.56216  0.081
C  -1.07242  0.90548  -1.53897  -0.125
C  -2.14899  1.49036  -0.67539  -0.111
C  -1.69551  2.80431  -0.07967  -0.216
O  -0.52029  2.57324  0.71955  -0.062
C  -0.61149  -0.47250  -1.24168  -0.286
O  -1.35510  -1.34684  -0.84332  0.149
C  0.85021  -0.72868  -1.43710  -0.227
C  1.45852  -1.61457  -0.41796  -0.035
B  1.24611  -0.98973  1.02407  -0.668
O  0.90012  -1.78450  2.06496  0.195
O  1.47972  0.37077  1.24049  0.132
C  1.41449  -0.11648  -2.48135  -0.579
I  3.41735  -0.29850  -2.99488  0.981
H  -0.72709  2.51067  -2.88984  0.136
H  -3.08170  1.56729  -1.22642  0.122
H  -2.30848  0.81621  0.16576  0.121
H  -1.43432  3.52765  -0.85212  0.115
H  -2.48173  3.24958  0.52749  0.123
H  -0.72243  2.77559  1.63621  0.097
H  2.51692  -1.78870  -0.60168  0.079
H  0.95401  -2.58243  -0.44658  0.129
H  0.80209  -1.25291  2.86436  0.115
H  0.77214  0.95673  0.92546  0.073
C  4.95580  0.55642  1.73518  -0.067
C  4.64654  -0.45555  2.82505  -0.277
O  5.78565  -0.94651  3.50840  -0.156
C  6.56800  0.01936  4.18416  -0.284
C  5.81940  0.78582  5.26155  -0.081
H  5.64442  0.12966  1.00437  0.083
H  4.03536  0.84301  1.22635  0.062
H  5.41096  1.46392  2.13497  0.069
H  4.18430  -1.33787  2.37949  0.118
H  3.91948  -0.04360  3.53497  0.109
H  7.02540  0.71352  3.46971  0.107
H  7.38144  -0.54716  4.63742  0.117
H  5.00263  1.38019  4.85032  0.065
H  6.50004  1.46733  5.77285  0.075
H  5.39922  0.09822  5.99674  0.080
C  -6.79985  -0.55777  -3.39938  -0.079
C  -5.28395  -0.50266  -3.47404  -0.277
O  -4.65463  -0.17216  -2.24794  -0.177
C  -4.88846  -1.06057  -1.16611  -0.276
C  -4.44042  -2.48406  -1.42472  -0.073
H  -7.20078  0.39348  -3.04703  0.080
H  -7.21180  -0.76428  -4.38739  0.077
H  -7.14899  -1.34082  -2.72546  0.066
H  -4.97966  0.28235  -4.16698  0.119
H  -4.88451  -1.44363  -3.86745  0.109
H  -5.94409  -1.03379  -0.87203  0.109
H  -4.31689  -0.64945  -0.33417  0.104
H  -4.99519  -2.94745  -2.24240  0.068
H  -4.59976  -3.08867  -0.53141  0.082
H  -3.38198  -2.50841  -1.67402  0.063

E = -1515.02273 hartree
Maximum force = 0.72 eV/A
2S+1 = 1
Net charge = 0
Energy above the lowest of the compared OMol25 structures with the same formula, charge and spin = 0.0 kcal/mol


2.
2 unconnected molecules or ions with the total composition C17H30Cl2F10N6O8P3S in a non-equilibrium geometry, computed with ωB97M-V/def2-TZVPD.

Each line ends with the Löwdin charge.
Cartesian coordinates (Å):
C  -1.48915  2.54358  1.15447  -0.048
C  -1.85674  1.67482  -0.05923  -0.214
N  -1.89464  0.24950  0.21040  0.012
C  -0.67375  -0.48782  0.37466  -0.389
S  -0.83519  -1.15508  2.10412  0.822
O  -0.50239  -0.12965  3.04925  -0.244
O  -0.09490  -2.35350  2.29076  -0.212
C  -2.64270  -1.54706  2.38703  -0.442
F  -2.62068  -2.63421  3.14243  0.172
F  -3.30803  -1.85134  1.24934  0.083
C  -3.43596  -0.44549  3.15752  -0.376
F  -3.15465  0.79776  2.74853  0.146
F  -3.06289  -0.53978  4.44004  0.176
C  -4.98039  -0.66044  3.10729  -0.345
F  -5.46656  -0.12868  4.23721  0.177
F  -5.30711  -1.95206  3.10057  0.187
C  -5.68664  0.08799  1.91216  -0.520
F  -6.17261  1.25154  2.31878  0.202
F  -6.71501  -0.66724  1.49910  0.182
F  -4.86815  0.25580  0.86553  0.156
N  0.52112  0.32474  0.14907  0.087
C  1.67702  0.13360  1.08788  -0.094
C  1.87335  1.23085  2.12480  -0.136
C  2.49586  0.63557  3.37640  -0.169
O  3.78614  0.08809  3.10276  -0.012
C  4.84936  0.85807  3.53073  -0.476
C  4.97942  2.26905  3.02536  0.019
O  5.66421  0.38046  4.29931  0.138
C  0.76145  0.26075  -1.18546  -0.338
N  1.61262  0.99777  -1.84200  -0.022
P  2.08943  0.69369  -3.56145  0.827
N  3.29184  -0.29100  -3.64330  -0.247
C  2.28925  2.15226  -1.19761  -0.373
C  3.76409  1.91074  -1.01447  0.000
F  2.12480  3.20807  -2.04179  0.022
N  -0.01289  -0.71278  -1.81946  0.025
P  -1.18062  -0.28777  -3.03133  0.454
N  -0.82878  -1.03131  -4.32093  -0.148
O  -2.67451  -0.58799  -2.51295  -0.154
O  -1.14100  1.29603  -3.25577  -0.113
C  -0.41638  -1.58213  -0.67621  -0.489
O  0.77231  -2.27242  -0.37869  0.030
P  -1.66909  -2.99075  -0.93896  0.793
O  -1.56727  -4.00599  0.10647  -0.340
H  -0.70232  3.23640  0.88684  0.076
H  -2.34019  3.15416  1.42135  0.082
H  -1.25014  1.95532  2.02704  0.047
H  -1.22022  1.98634  -0.88973  0.073
H  -2.85946  1.95469  -0.34653  0.126
H  -2.60966  -0.25623  -0.28873  0.085
H  2.56280  0.11967  0.47480  0.109
H  1.66434  -0.85259  1.52850  0.121
H  2.58358  1.95855  1.75448  0.095
H  0.94949  1.70257  2.42699  0.102
H  2.59987  1.43703  4.10128  0.133
H  1.84409  -0.10090  3.82319  0.125
H  5.88307  2.67485  3.44646  0.093
H  4.16172  2.90204  3.34256  0.086
H  5.08240  2.30754  1.94880  0.071
H  0.99015  0.19644  -4.28290  -0.014
H  2.45256  1.95283  -4.07154  0.035
H  3.58262  -0.63615  -2.73973  -0.024
H  1.76251  2.41151  -0.28971  0.140
H  4.20101  2.60971  -0.31708  0.088
H  3.97292  0.90915  -0.67031  0.083
H  4.26031  2.00543  -1.97118  0.092
H  -1.59400  -1.60801  -4.64340  0.016
H  -3.26290  0.04792  -2.94067  0.112
H  -0.84231  1.80404  -2.48929  0.047
H  0.77496  -3.10288  -0.86534  0.110
H  -2.95014  -2.43693  -1.08618  0.027
H  -1.31241  -3.47410  -2.21406  0.006
C  0.78937  -3.92273  -6.02181  -1.008
Cl  0.51288  -3.85120  -4.27358  0.487
Cl  -0.58676  -4.63078  -6.86541  0.522
H  0.93870  -2.91160  -6.38106  0.023
H  1.66752  -4.52836  -6.20645  0.029

E = -4937.22328 hartree
Maximum force = 2.95 eV/A
2S+1 = 1
Net charge = +1


3.
2 unconnected molecules or ions with the total composition C17H30FN4O4 in a non-equilibrium geometry, computed with ωB97M-V/def2-TZVPD.

Each line ends with the Löwdin charge.
Cartesian coordinates (Å):
C  -5.27907  1.87676  -3.10205  0.070
C  -4.11466  1.31667  -2.83604  -0.095
C  -2.67979  0.95238  -2.16247  -0.131
C  -1.81254  2.33011  -1.90955  -0.274
C  -1.25481  2.36377  -0.39562  -0.099
N  -0.00803  1.55507  -0.15973  -0.044
C  0.48945  1.95239  1.23228  -0.108
C  -0.47602  1.34050  2.41423  -0.114
C  0.45675  0.82517  3.65978  -0.128
F  -0.17202  -0.35725  4.24999  -0.113
C  1.08251  1.76005  -1.22377  -0.154
N  1.47933  0.40482  -1.64666  0.028
C  2.48333  0.31053  -2.73639  -0.354
C  2.25492  -0.86903  -3.84960  0.010
O  3.53235  1.01542  -2.87967  0.060
C  2.17343  -0.36658  -0.52518  -0.316
C  3.57654  0.06214  0.12911  -0.008
O  1.50843  -1.38869  -0.10732  0.060
C  0.60776  2.84209  -2.28254  -0.285
O  1.50224  3.13753  -3.39701  -0.022
N  -0.73617  2.54880  -2.93211  0.023
H  -6.35218  2.31630  -3.13130  0.067
H  -2.79389  0.45942  -1.12939  0.109
H  -2.09829  0.25881  -2.87017  0.114
H  -2.59767  3.18979  -1.99421  0.162
H  -2.12649  1.99838  0.28808  0.159
H  -1.09097  3.47904  -0.09322  0.157
H  -0.34797  0.55830  -0.13799  0.190
H  0.46478  3.10310  1.38359  0.158
H  1.56278  1.54932  1.42857  0.122
H  -1.25737  2.12916  2.76996  0.133
H  -1.06904  0.41254  2.06715  0.128
H  1.50387  0.46336  3.29259  0.123
H  0.59597  1.65314  4.46825  0.140
H  1.97702  2.21739  -0.62394  0.175
H  1.23149  -0.78749  -4.36176  0.092
H  3.15259  -0.84965  -4.58380  0.105
H  2.38215  -1.86234  -3.24680  0.103
H  3.57876  0.10909  1.27784  0.095
H  4.01243  1.04904  -0.31372  0.101
H  4.34342  -0.76304  -0.17742  0.125
H  0.56122  3.87651  -1.73267  0.180
H  1.16771  2.53763  -4.12163  0.122
H  -1.01278  3.41473  -3.45211  0.144
C  -0.17537  -3.13682  3.02746  -0.016
C  -1.31141  -3.77654  2.27823  -0.548
O  -1.97726  -3.15894  1.45280  0.006
N  -1.59507  -5.08198  2.53704  0.003
C  -0.93561  -5.97532  3.46416  -0.075
H  -0.07457  -2.09783  2.71202  0.049
H  -0.37668  -3.15364  4.10082  0.089
H  0.75990  -3.65681  2.80759  0.090
H  -2.37033  -5.43947  1.99506  0.144
H  -0.55013  -6.82807  2.90081  0.086
H  -1.67744  -6.32868  4.18385  0.086
H  -0.11747  -5.49105  3.99461  0.076

E = -1285.09949 hartree
Maximum force = 6.67 eV/A
2S+1 = 1
Net charge = +1


Question: maximum force of number 1 (C17H30BIO7)?
Answer: 0.72 eV/A